(1)
A structure of composition C12H17BMgN6O2 in a non-equilibrium geometry, computed with the ωB97M-V functional and the def2-TZVPD basis.

## Properties
Relative energy (zero: lowest compared OMol25 entry of this formula, charge and spin) (eV): 0.000
Gap between HOMO and LUMO (Ha): 0.3452
Highest occupied orbital energy (Ha): -0.3294

Structure (XYZ):
```
39
Properties=species:S:1:pos:R:3:forces:R:3
N -1.00372 1.76288 -1.15384 -0.2205 0.3583 0.9772
H -1.75603 2.21953 1.96187 0.4768 -0.2610 -0.2445
Mg 0.21833 -0.27807 0.75761 -0.9534 -0.6937 -0.5968
H -1.75147 3.39579 -2.20119 -0.2284 0.0842 0.0933
C -1.05797 -2.42941 -1.16568 0.0229 0.7221 -0.8222
H 1.61320 1.83938 -4.03061 0.1547 -0.0842 0.0840
N -0.58787 -1.17819 -1.01061 -1.1265 -0.5526 -0.5377
N 1.60800 0.49396 -1.05824 0.7501 0.7188 -0.4574
C 2.93308 0.68777 -1.23171 -0.4157 0.2736 -0.6260
C -1.50882 -2.60582 -2.48121 0.0403 0.1473 -0.1144
H 1.60049 0.94107 3.69801 -0.0934 -0.5608 -0.3391
C 3.18611 1.26198 -2.48851 -0.4128 -0.0238 -0.1486
H -1.94486 -3.48761 -2.90539 0.0000 -0.1777 -0.0867
O -0.94990 -0.90143 2.38518 1.1455 -0.6531 -0.5329
H -1.03593 -3.71048 4.13853 0.1063 0.0821 -0.1807
H -1.11133 -3.14753 -0.35765 0.3683 0.2493 0.0388
H -2.45782 -2.83565 3.53879 0.0940 0.0579 -0.0407
C -1.55608 2.29791 0.89698 0.2495 0.1422 -1.2514
H -1.37476 -2.04608 4.67027 -0.0100 -0.0258 -0.0626
N 1.01848 0.97610 -2.21373 1.0595 -0.0138 0.2666
C -1.63813 2.93851 -1.23220 -0.1109 -0.4626 0.7328
C -1.40761 -2.73606 3.82503 -0.0601 -0.0231 0.0562
H -1.52072 -1.04643 -4.11567 -0.0725 -0.0621 0.0192
C -0.62241 -2.13397 2.67642 0.0513 0.6802 -0.2881
N -0.86727 1.38231 0.17211 -1.3178 0.9854 -0.2713
C -1.31498 -1.38360 -3.11315 -0.2601 -0.2588 0.8657
C -2.02732 3.31063 0.04929 0.0583 -0.0675 -0.2223
O 0.26606 -2.77218 2.07786 -0.4102 0.8526 0.0457
H 3.23054 0.57993 3.15907 -0.0507 -0.1656 -0.0969
H -2.59256 4.18538 0.30438 -0.0539 0.0924 0.1525
N -0.82228 -0.52757 -2.20732 -0.1972 -0.7422 0.6272
H 3.69473 0.45246 -0.48307 -0.6332 -0.0943 -0.1639
B -0.51175 0.96883 -2.38629 1.0710 -0.7422 1.1138
C 2.31747 0.11915 3.54573 0.3306 0.3723 0.1691
H 2.56144 -0.26512 4.54346 -0.1560 -0.1815 -0.3281
H 4.13469 1.52423 -2.91295 0.1756 0.0173 -0.0103
C 1.93305 1.42172 -3.08663 0.5245 -0.2930 1.1886
H 1.99648 -0.70820 2.88062 -0.0557 0.4949 0.4989
H -0.89056 1.43385 -3.44553 0.1598 -0.1917 0.4930
```
Forces are in eV/Å.

(2)
A cluster of 4 separate species, C36H71FN3O5P in total in a non-equilibrium geometry, computed with the ωB97M-V functional and the def2-TZVPD basis.

## Properties
Expectation value of S²: 3.762
Gap between HOMO and LUMO (alpha / beta) (Ha): 0.2221 / 0.1997
Highest occupied orbital energy (alpha / beta) (Ha): -0.1605 / -0.1605
Multiplicity: 4
Total charge: -1

Structure (XYZ):
```
117
Properties=species:S:1:pos:R:3:forces:R:3
H 3.45143 -7.10805 -5.31177 -0.0443 -0.0466 -0.0255
H -1.23808 -8.47950 -7.02437 0.1513 -0.0630 0.0419
C -0.73330 3.54517 0.05746 -0.4830 -1.9304 -0.6396
H 1.01204 4.00369 7.53088 -0.1750 -0.1375 0.1589
C 1.65107 -6.81717 -6.50177 1.1240 1.8220 -0.3670
H 3.35402 -1.64695 -1.76813 -0.1574 0.1604 0.0525
C 0.64804 -8.55384 -8.07843 0.0087 -0.1576 -2.1082
H -0.20041 -6.70127 -5.38986 0.1102 -0.1067 -0.0110
H -0.86581 4.77269 3.80957 -0.1864 0.0410 -0.0244
C -2.18178 6.49275 2.10801 0.2824 0.4232 -0.5224
C 0.60622 1.91036 7.97301 -0.2972 0.5705 -0.9612
H 0.32017 -5.17106 -6.06033 0.2131 -0.0319 0.0225
H -2.12686 2.11550 1.02978 -0.0085 0.0978 0.0006
N -1.44498 4.80779 0.40821 2.4009 1.0085 0.5239
H -0.62417 2.56200 2.76666 -0.0125 0.0302 0.0181
C -1.90843 8.51434 8.04323 0.2740 0.6457 1.0122
H 0.61384 4.28653 -1.50951 -0.1189 0.1132 0.0849
H -1.35949 -8.07089 -8.72025 0.1575 -0.1316 -0.0745
C -1.74477 5.04776 1.85512 -1.6220 -0.3028 1.3596
C 0.06039 3.36459 2.47890 0.0019 0.0194 -0.0993
C 2.52884 -2.22243 -2.19389 0.0446 -0.5694 -0.2292
C -0.74684 6.17351 8.02380 2.1273 -0.1888 -0.9378
H -0.01749 -10.53198 -7.40569 0.1263 0.0697 0.0759
C -0.19757 3.57167 -1.37593 0.1203 0.6705 -0.2239
C -2.96172 4.21042 2.30498 -0.0888 -0.3602 -0.0652
H -1.96309 2.65281 6.50224 0.5796 0.2059 -0.4183
H -1.59298 7.19906 9.68866 0.2036 -0.0763 -0.1166
C 0.30420 3.20814 7.25145 0.3964 -0.0776 -0.1425
H -0.13077 -10.27401 -9.13348 0.0295 0.2175 -0.0537
C 0.48043 -10.06563 -8.25477 0.1356 -0.2798 0.6172
H 1.26885 -0.22891 -3.59841 -0.1628 -0.1288 0.0100
H -1.79284 6.73935 6.04897 0.1293 0.3696 0.6179
H 0.22033 5.49339 2.64030 -0.0751 0.0424 -0.1693
O -1.23866 4.83127 6.06572 0.0149 0.4995 0.4260
H -1.63881 2.72207 8.43322 -0.4980 0.5064 0.4287
H 0.48754 3.00735 6.18640 -0.0927 0.0960 0.1440
C -0.25421 -4.05849 -0.40067 0.2170 0.1496 0.3159
H 1.27717 -7.00952 -9.54640 0.0414 -0.0129 0.0772
H 2.17348 -8.52466 -9.63943 0.0054 0.0155 0.0822
C 2.41801 -5.91290 -7.49160 -0.0678 0.0560 -0.3632
H 1.44582 -10.55491 -8.39722 0.0013 0.0317 0.0507
H 1.95007 0.46052 -2.14820 0.0323 -0.1861 0.2081
H -3.38409 4.61228 3.22558 0.1598 0.1119 -0.0029
H 2.67606 -2.21096 -3.27955 -0.1494 0.0275 -0.0120
C 1.19619 -1.55255 -1.84718 0.6084 1.3341 1.6848
H -0.86158 -4.68155 -3.69099 -0.0029 0.1584 0.0196
H -0.07024 6.49294 5.88877 0.1078 0.1057 0.5423
C -0.73497 -7.93969 -7.83348 -0.1307 0.3722 0.4611
H 1.80826 -0.37163 -0.11648 -0.0086 0.0284 -0.1855
C 1.42493 -4.47243 -2.22675 0.4953 0.3159 -0.1734
H 0.48670 -3.65214 0.28237 -0.0197 0.0753 -0.0486
H 2.55097 -5.64889 -4.91579 -0.0786 0.0584 -0.2518
H 0.16190 -0.97361 -0.00516 -0.0083 -0.0556 -0.0286
H -3.75156 4.22518 1.54982 0.0658 -0.0122 -0.0536
F 1.85567 1.40247 7.51826 0.0873 -0.1088 0.3925
H 0.52471 -8.40780 -10.24443 -0.0498 -0.1203 0.1195
N 1.61927 -8.22607 -6.99447 -2.0444 -0.3608 1.6639
C 1.17010 -1.22793 -0.33674 -0.0116 -0.2446 0.2664
C -1.03265 7.48978 8.79025 -1.0761 -0.9050 -0.3015
C -0.94987 6.15899 6.46741 -1.0408 -0.5904 -0.8435
H -1.37803 7.20927 1.94078 0.0063 -0.0790 -0.1587
H 0.63215 2.00051 9.06052 0.1046 -0.1027 -0.0858
H 3.54276 -4.11721 -2.06507 -0.0171 -0.0064 0.0309
H -1.68496 -6.11147 -7.20790 0.0231 0.0110 -0.0241
O -0.73410 5.80418 -0.03157 -0.6211 0.1785 -0.5279
C 0.78746 10.49170 8.89076 -0.0198 0.2487 -0.0404
H -2.94646 4.07636 7.45450 0.0060 0.0696 -0.0302
H 1.47400 -5.48641 -1.82265 -0.2340 0.0127 0.0252
H 0.81991 2.23899 0.80678 -0.1354 -0.0049 -0.1991
H -0.62367 9.19829 6.40568 0.0967 0.0995 0.1237
C -1.02312 -4.63362 -2.61429 -0.1311 0.3537 -0.5996
H -1.83948 10.37094 6.93931 0.0238 -0.2360 -0.2028
C 1.19255 -8.08799 -9.44295 0.0923 0.3845 -0.1053
H -2.49324 9.04010 8.81274 0.0278 -0.0206 -0.2054
H -0.98664 3.81645 -2.09045 -0.0086 0.0424 0.0488
H -0.08142 7.89475 9.13750 -0.2058 0.2940 -0.1535
H 0.95372 3.23576 3.09364 -0.0494 -0.0227 0.0274
H 2.73248 -4.98986 -7.00379 -0.0520 -0.0917 0.1613
H -0.30451 -5.12545 -0.17760 -0.0296 -0.0121 -0.1730
H 0.20097 2.59356 -1.64831 -0.1090 -0.0782 0.2091
N 0.01862 -2.38851 -2.22560 1.3933 -0.6638 -2.2414
C 0.25011 -6.24039 -6.27554 -0.4888 -0.2767 -0.1324
C 2.61280 -3.66728 -1.70792 -0.0366 0.0205 -0.0396
H -2.49768 6.61144 3.14427 0.0309 -0.2571 0.0196
H -3.02463 6.76583 1.46773 0.0406 -0.0175 -0.0274
H -0.13660 1.17596 7.64117 0.0169 -0.0339 0.3877
O 1.36840 -9.00217 -5.98226 0.7318 -0.3310 -0.0952
H -2.63993 8.03935 7.38718 0.2256 -0.0200 -0.0026
C 1.14655 -0.17742 -2.51695 -0.3815 -0.0417 -0.6494
O -0.15975 -2.27765 -3.50897 -0.6984 0.3334 0.1431
H 3.31822 -6.40738 -7.86094 -0.0494 -0.0524 -0.0088
H 1.54922 -2.03271 0.29016 -0.1060 -0.0401 -0.0175
C -0.55661 4.72939 2.76272 0.5147 -0.1848 -0.0771
C 0.43419 3.24368 1.00385 0.1491 0.2938 0.5189
H 0.35695 6.04618 8.09409 -0.1404 0.1316 0.0794
C -1.71865 2.36008 0.05309 -0.2258 -0.1482 0.3089
H -1.22244 -3.62417 -0.14613 0.0336 0.0612 -0.0495
O -1.29014 5.01112 8.55390 -0.1821 0.6919 0.1184
H -2.00836 -4.19955 -2.43432 0.0368 0.0431 -0.0207
C -1.12764 9.61087 7.28502 -0.3760 0.6398 0.1629
H 1.82141 -5.59422 -8.34424 0.0207 -0.1045 -0.0293
H -2.71837 3.17518 2.53487 0.0055 0.0079 -0.0690
H 1.96140 -7.19709 -4.36369 0.0068 -0.1359 -0.1087
H -0.36324 -5.86290 -8.32354 0.0335 -0.0101 0.0161
H 2.65454 -3.70975 -0.61622 -0.0276 0.0360 -0.0066
C -0.68172 -6.45957 -7.46416 0.0154 -0.0518 0.0106
C 2.44628 -6.69514 -5.20038 0.0067 -0.6691 0.3597
H 1.52450 -4.57233 -3.31174 -0.1559 0.1181 -0.0141
H -1.04133 -5.66184 -2.25117 0.1360 0.0720 0.1645
C -0.14334 10.29980 8.15696 0.1339 -1.2429 -0.3714
C 0.06997 -3.84088 -1.89172 -0.6968 -1.2829 1.6132
H 0.20145 0.32591 -2.30256 -0.0118 -0.0530 -0.0319
H 1.64131 10.61367 9.50888 -0.0228 0.2229 0.0937
P -1.53973 3.73383 7.39308 -0.4541 -1.6477 -0.0123
H 1.26059 3.93286 0.79800 -0.1145 0.1018 -0.0892
H -2.55319 2.55054 -0.62492 0.0125 0.0734 0.0291
H -1.21651 1.45303 -0.29113 0.1143 0.1135 -0.0770
```
Forces are in eV/Å.

(3)
A structure of composition C23H30BBr2F7N3O6S2 in a non-equilibrium geometry, computed with the ωB97M-V functional and the def2-TZVPD basis.

## Properties
Gap between HOMO and LUMO (Ha): 0.2592
Highest occupied orbital energy (Ha): -0.4387
Total charge: +1

Structure (XYZ):
```
74
Properties=species:S:1:pos:R:3:forces:R:3
H -2.86436 -1.14294 7.58163 -0.0291 0.0530 -0.1486
H -2.29055 2.09934 0.57044 1.2647 -1.3211 0.2630
C -0.58312 -1.14789 -1.96403 -0.6268 -0.0716 1.0960
O 2.50713 -2.80116 1.51192 0.7486 1.7193 -2.6737
H 4.68421 3.23169 0.38091 -1.7725 -0.8378 0.7685
B 2.20278 -2.22599 0.19673 0.1216 -2.7587 0.7852
H 0.38244 -2.95961 -2.83995 -1.7229 0.7688 -0.0427
C -1.70794 -1.28531 0.60650 -2.1309 2.5477 1.4176
H -2.86934 -0.40672 5.18597 -0.0033 -0.1961 -0.0905
F 2.29194 4.83883 -1.75072 -1.7486 -1.2003 -2.1193
N -2.35602 -3.50503 4.96642 -0.1258 0.3762 0.0673
H 4.27243 2.34833 1.93415 -1.0215 0.6554 -1.6556
C -3.51736 -1.22388 5.51770 0.1324 0.2951 0.2637
H 3.82122 -3.63110 -0.64216 -0.9884 1.1425 -0.6502
C -4.80632 -2.06226 7.55039 0.0084 -0.0618 0.0764
Br -2.87770 -2.85924 1.10266 0.8578 1.4991 -0.5733
H -0.84271 1.15365 -0.11257 -0.8897 0.3204 1.4071
C -0.66951 2.62060 -2.80231 -4.1488 1.9076 -0.3577
C 2.30896 3.54704 -3.81600 0.7926 -1.3723 -5.5663
O 1.64803 -0.48411 -3.14298 -1.6154 0.1151 0.7465
H 3.46573 -3.05121 1.49843 -1.2703 -0.1918 0.0397
H 1.95818 2.18814 -1.32462 -0.5835 -1.6790 1.1563
C -0.64336 -2.41957 -2.95184 2.2285 0.5195 -0.8438
C -2.19944 -0.06739 1.15045 1.6703 -1.1276 -1.2424
N -3.91572 -1.67133 -2.62461 5.2687 4.1001 0.7453
H 3.70144 2.96580 -2.48800 -0.2321 0.0319 -0.7576
H -1.08793 -0.97068 -4.72215 1.1642 -1.3133 0.1164
H 2.89383 3.32219 1.07067 1.5783 -0.7088 -0.1339
H 2.39892 -0.33193 2.30385 -0.8125 -0.5318 -1.0051
H -4.45005 -1.13735 4.95252 0.1015 -0.1839 0.0286
H -1.42588 -3.20250 -2.67608 0.8338 1.5034 -0.1829
C -2.86461 -2.50103 5.20924 0.0025 -0.1945 -0.2275
F -1.85596 2.50158 -1.96829 3.2159 -0.3884 -1.4178
C 1.84616 1.42653 -0.45389 1.0268 2.3725 0.6123
H 2.33264 -0.27369 -1.22631 -1.2312 0.3494 -0.7998
H 2.28700 -3.53524 -1.65308 1.2421 1.0570 1.0346
C 0.56707 0.00346 -2.26287 1.9465 -3.1402 -1.2171
C -3.79546 -1.05719 7.01240 -0.1928 -0.0691 0.3854
N 1.36987 0.07058 -0.97758 2.6121 1.3400 1.4215
H -1.42680 -2.75112 -5.02623 1.3257 1.2052 0.7064
H -4.18280 -0.04765 7.18503 0.1277 -0.0522 -0.1335
C 1.42669 4.44087 -2.85597 2.2899 3.3314 0.2747
C 0.09431 1.27473 -3.10943 0.4791 -0.3790 -5.8094
H 1.84297 -1.42969 -2.97478 -0.4297 0.4239 -0.1664
C 3.82144 2.66890 0.91405 0.3660 -0.6145 0.4103
C -2.94446 -0.96393 -2.42642 -2.1569 -2.7538 0.8344
C 0.07370 3.90912 -2.23722 -2.5023 3.5555 1.9386
S -0.22386 -3.39352 -0.12776 1.2021 -0.5466 -0.7740
H -5.75470 -1.99236 7.01055 0.0495 -0.0244 0.0419
C 3.38879 1.34796 0.09700 0.1042 0.1547 -1.3979
O 0.31945 1.15054 -4.36322 -1.1158 0.6226 6.1667
F 1.18909 5.67888 -3.56177 0.4517 -3.6200 1.7566
O -1.78735 -0.33806 -1.94318 -2.9832 -1.3368 -2.4708
H 4.03144 1.32980 -0.87323 -0.9832 -0.2713 1.5625
C 3.03067 -2.89883 -1.02590 -0.0383 0.0937 -0.9999
C -1.48487 1.31248 0.81904 -0.9294 0.0907 0.2750
C 1.04991 -1.01905 0.07108 -0.8344 0.1157 2.0072
H -4.43652 -3.08735 7.46539 -0.0380 0.0646 -0.0347
H -0.09493 -3.69031 1.22138 -0.2791 1.1045 -0.7927
H -0.86284 1.75039 1.69238 -1.0224 -1.0314 -1.3880
O 3.41999 2.72752 -3.40348 -2.5099 2.1909 0.9362
F -0.89164 4.97744 -2.46522 2.3722 -2.7770 0.5159
H 3.51466 -2.15458 -1.75549 -0.3799 -1.0913 0.9378
O 2.06576 3.54636 -5.04986 0.5743 0.1987 5.7897
Br -3.82580 0.04788 2.31896 2.0366 0.1147 -1.5158
H 3.61921 0.37208 0.64280 -0.4588 1.3980 -0.5857
F 0.19246 3.94977 -0.78880 -0.1296 -1.0676 -3.4415
F 0.59714 -2.27571 -5.18478 -2.0290 0.7958 1.4793
S 1.08260 -0.47777 1.89164 -0.9078 0.9796 -0.2691
C -0.43916 -1.51260 -0.35219 0.6589 -1.9592 1.7894
H 1.13040 1.90516 0.29086 0.9558 -1.0849 -0.9469
F -1.28153 3.11599 -4.02850 2.2917 -1.7583 2.7106
H -5.00363 -1.86768 8.60740 -0.0162 -0.0458 -0.1106
C -0.67618 -2.02028 -4.53724 -1.2132 -1.3520 -0.0221
```
Forces are in eV/Å.